Entry from the OMol25 dataset: a structure of composition C20H20F13INO15S (the ωB97M-V functional and the def2-TZVPD basis).

The geometry in XYZ format:
```
71
Properties=species:S:1:pos:R:3:forces:R:3
N -3.582 -5.668 7.326 0.00 -0.02 0.10
C -2.789 -4.663 8.029 -0.07 0.04 -0.02
C -2.104 -3.689 7.065 0.11 0.03 0.02
O -1.396 -2.701 7.838 -0.07 -0.20 0.15
C -3.087 -2.961 6.147 0.25 0.10 0.12
C -2.398 -2.312 4.926 -0.50 -0.16 -0.08
I -3.481 -0.595 4.229 0.02 -0.08 0.13
S -2.265 -3.405 3.657 0.40 -0.21 -0.04
O -1.688 -4.648 4.145 -0.14 0.06 0.06
O -3.304 -3.544 2.660 0.01 0.00 -0.01
C -0.821 -2.681 2.633 -0.03 0.01 -0.29
F 0.265 -3.482 2.795 0.01 0.08 0.01
F -0.462 -1.442 3.030 0.06 0.11 0.16
C -1.068 -2.583 1.103 0.05 -0.05 0.11
F -1.130 -3.823 0.577 -0.06 -0.03 0.04
F -2.209 -1.931 0.850 -0.04 0.11 -0.07
C 0.005 -1.803 0.269 0.20 -0.13 -0.03
F -0.318 -1.983 -1.036 -0.06 0.02 0.02
F -0.054 -0.490 0.535 -0.02 0.02 -0.02
C 1.497 -2.222 0.386 -0.05 -0.07 0.13
F 2.047 -1.791 1.512 -0.03 0.03 0.12
F 2.180 -1.657 -0.631 0.02 0.03 -0.10
F 1.656 -3.539 0.297 -0.03 0.03 -0.07
H -2.998 -6.279 6.766 -0.06 0.08 0.01
H -4.119 -6.232 7.975 0.14 0.00 -0.09
H -1.994 -5.113 8.657 -0.13 0.13 0.02
H -3.458 -4.094 8.691 0.11 -0.08 -0.13
H -1.379 -4.250 6.460 -0.17 0.08 0.01
H -1.040 -3.142 8.621 -0.01 0.07 -0.21
H -3.898 -3.653 5.885 0.12 0.09 0.03
H -3.534 -2.156 6.743 0.09 -0.11 -0.10
C 3.251 0.032 -3.274 -0.11 -0.04 0.07
C 3.931 -1.205 -3.827 0.00 0.05 0.02
O 4.534 -0.712 -5.017 0.21 -0.01 0.10
C 4.749 0.616 -4.863 0.13 -0.07 -0.03
O 5.435 1.277 -5.578 -0.14 -0.08 0.08
O 4.083 1.084 -3.788 -0.02 0.01 -0.05
F 3.061 -2.183 -4.146 -0.07 0.04 -0.09
H 2.245 0.130 -3.685 -0.01 -0.05 0.00
H 3.218 0.073 -2.190 0.09 0.08 -0.01
H 4.711 -1.623 -3.190 -0.06 -0.08 0.03
C 2.932 2.896 -6.691 0.06 0.01 -0.11
C 2.873 4.408 -6.761 -0.05 -0.03 0.02
O 1.516 4.644 -7.092 -0.05 0.08 0.17
C 0.780 3.584 -6.662 -0.10 -0.03 -0.07
O -0.406 3.574 -6.604 0.15 -0.04 -0.06
O 1.590 2.566 -6.309 -0.02 -0.03 0.03
F 3.662 4.919 -7.734 -0.02 -0.04 -0.10
H 3.141 2.476 -7.676 0.02 0.07 -0.03
H 3.650 2.511 -5.978 -0.14 0.10 0.10
H 3.101 4.919 -5.825 0.09 0.03 -0.04
C 1.862 -1.030 5.607 0.05 -0.05 -0.05
C 2.676 0.145 5.098 -0.07 0.01 0.02
O 1.702 0.973 4.517 -0.06 0.15 0.10
C 0.488 0.688 5.105 -0.26 -0.29 -0.01
O -0.497 1.327 4.978 0.34 0.19 -0.05
O 0.604 -0.423 5.861 -0.09 0.11 0.08
F 3.590 -0.213 4.154 -0.04 -0.05 -0.06
H 1.754 -1.786 4.829 0.03 -0.04 -0.07
H 2.251 -1.478 6.516 -0.07 0.05 0.05
H 3.203 0.702 5.877 0.10 -0.03 -0.04
C -2.643 5.825 -7.140 -0.03 -0.04 -0.01
C -3.674 6.147 -8.203 0.04 0.06 0.01
O -4.341 7.268 -7.662 0.06 0.13 -0.12
C -3.493 7.895 -6.796 -0.04 0.05 0.11
O -3.672 8.977 -6.344 0.00 -0.15 -0.04
O -2.422 7.111 -6.549 0.01 0.03 0.03
F -4.565 5.145 -8.392 -0.05 -0.03 0.09
H -3.061 5.147 -6.395 -0.02 -0.03 -0.04
H -1.712 5.418 -7.518 0.04 0.09 0.03
H -3.257 6.422 -9.174 -0.03 -0.09 -0.04
```
Positions in Å, forces in eV/Å.

- Total charge: -1
- Calculated total energy: -3951.69093 hartree
- HOMO level: -4.063 eV
- Kohn-Sham gap: 5.784 eV
- LUMO: 1.722 eV

Löwdin atomic charge list, values in e, 2 entries:
1. N 0.00
2. C -0.25